No. 1
A molecular structure, C5H10N2. Source: OMol25; level of theory: the ωB97M-V functional and the def2-TZVPD basis.

The geometry in XYZ format:
```
17
Properties=species:S:1:pos:R:3:mulliken_charge:R:1
C -0.49091 0.03539 1.49562 -1.158
C 0.73999 -0.47166 0.12838 0.176
C -0.69262 -0.32643 0.00514 1.119
C 1.77335 0.54665 -0.31505 -1.157
C -1.49185 0.69349 -0.78984 -1.122
N 0.63565 -1.87953 0.04706 -0.470
N -0.87556 -1.74761 -0.20583 -0.576
H -0.59373 -0.73094 2.23002 0.293
H -0.35195 0.99651 1.70919 0.461
H 2.67166 0.51892 0.32621 0.318
H 1.24156 1.40782 -0.12709 0.306
H 2.12810 0.64246 -1.42571 0.276
H -0.75928 1.57914 -0.82424 0.225
H -2.42076 0.88380 -0.30518 0.327
H -1.83056 0.35501 -1.75545 0.370
H 0.93057 -2.30027 -0.80190 0.323
H -1.37470 -2.40931 0.39916 0.289
```

Computed properties:
Charge   0
Molecular weight   98.15 g/mol
E   -8322.551 eV
2S+1   1
F_max   6.3 eV Å⁻¹


No. 2
C5H10N2 in the gas phase. Source: OMol25; level of theory: the ωB97M-V functional and the def2-TZVPD basis.

The geometry in XYZ format:
```
17
Properties=species:S:1:pos:R:3:mulliken_charge:R:1
C 1.25691 -0.95925 -1.32299 -0.485
C 0.58673 0.18142 -1.57735 -0.046
C 0.88471 -1.49784 0.04271 -0.520
C -1.52536 1.19497 -0.79654 -0.861
C 0.06011 0.21046 1.81214 -0.916
N -0.11728 0.70278 -0.56177 -0.139
N -0.05960 -0.46407 0.51137 -0.084
H 1.85943 -1.62601 -1.99121 0.310
H 0.53393 0.81631 -2.52805 0.218
H 0.30443 -2.37793 0.02364 0.250
H 1.63884 -1.69606 0.72449 0.332
H -1.91368 1.84919 0.08251 0.197
H -1.32426 1.69445 -1.69960 0.353
H -2.03158 0.30540 -0.87533 0.376
H -0.59368 0.99900 1.83714 0.269
H -0.05834 -0.46700 2.65585 0.351
H 0.96195 0.65584 2.13148 0.396
```

Computed properties:
Charge   0
Molecular weight   98.15 g/mol
SMILES   CN1C=CCN1C
E   -8323.887 eV
2S+1   1
F_max   4.1 eV Å⁻¹


No. 3
C5H10N2 in the gas phase. Source: OMol25; level of theory: the ωB97M-V functional and the def2-TZVPD basis.

The geometry in XYZ format:
```
17
Properties=species:S:1:pos:R:3:mulliken_charge:R:1
C -2.14949 -0.73060 -0.07362 -1.236
C -1.15703 -0.22610 -1.08171 0.068
N -0.69004 1.15194 -1.05898 -0.630
C 0.24490 0.07937 -0.68718 -0.135
C 0.82496 0.01817 0.72516 0.087
C 2.28845 -0.18678 0.79598 -0.520
N 1.70269 1.08397 1.17375 -0.588
H -3.15793 -0.37645 -0.30780 0.343
H -1.88443 -0.39158 0.93372 0.301
H -2.15394 -1.82577 -0.07087 0.290
H -1.33556 -0.59400 -2.09639 0.353
H -1.02253 1.61346 -0.21569 0.310
H 0.97253 -0.08934 -1.48581 0.286
H 0.19772 -0.26608 1.56289 0.290
H 2.71243 -0.81027 1.58475 0.250
H 2.81854 -0.23280 -0.14955 0.246
H 1.78874 1.78286 0.45137 0.285
```

Computed properties:
Charge   0
Molecular weight   98.15 g/mol
SMILES   C[C@H]1N[C@H]1[C@H]1CN1
E   -8325.132 eV
2S+1   1
F_max   1.1 eV Å⁻¹


No. 4
C5H10N2 in the gas phase. Source: OMol25; level of theory: the ωB97M-V functional and the def2-TZVPD basis.

The geometry in XYZ format:
```
17
Properties=species:S:1:pos:R:3:mulliken_charge:R:1
C -1.14388 -0.98892 1.01006 -1.227
C 1.81500 -0.62693 0.70364 -1.149
C 0.01265 0.67784 -0.56255 0.744
C -1.01578 -0.32634 -0.56934 0.357
N -0.17955 1.82914 -1.31870 -0.482
C 0.97983 0.58216 0.40593 -0.565
N -1.82946 -0.73880 -1.42932 -0.681
H 0.61212 2.44092 -1.44444 0.203
H -1.12750 2.08493 -1.54787 0.198
H -2.00060 -0.09939 -2.20589 0.229
H 1.46885 1.51497 0.68643 0.355
H -0.90254 -0.44770 1.92208 0.331
H -2.21270 -1.17597 1.04726 0.393
H -0.62196 -1.93978 0.96298 0.314
H 1.84371 -0.83191 1.77625 0.284
H 2.84236 -0.44078 0.38036 0.345
H 1.45947 -1.51346 0.18311 0.350
```

Computed properties:
Charge   0
Molecular weight   98.15 g/mol
SMILES   [H]/N=C(C)\C(N)=C/C
E   -8325.072 eV
2S+1   1
F_max   3.9 eV Å⁻¹


> Which of these has the lowest F_max?

number 3